Record 1
The following is a DFT calculation (wB97M-V/def2-TZVPD) of C47H57GeNO9Ti as an isolated structure at a distorted geometry.

Atoms and positions in Å:
H -5.866 5.516 -0.719
C -4.594 3.951 -1.486
C -2.046 -0.803 -0.400
H -1.459 -2.048 1.274
C -2.128 4.328 -1.086
H 3.936 -1.051 0.193
H 5.750 -7.655 2.873
C -3.712 3.737 1.318
H -2.546 0.071 -3.263
O -0.277 0.576 1.475
C -2.286 0.793 -5.271
C 4.920 -4.156 -1.893
H -4.192 -2.503 0.009
H 1.889 2.785 2.640
H -4.037 6.875 0.284
H -1.970 -1.474 -1.268
C 0.909 2.658 2.154
H -2.449 2.154 0.520
Ti -0.125 0.148 -0.432
O -0.087 -3.437 -1.814
C -3.065 -0.805 1.912
C -3.383 2.666 0.279
H -3.712 6.546 -1.424
H -2.452 0.060 2.165
H 1.265 -4.574 0.055
C -2.540 0.930 -3.926
H -5.841 3.658 0.943
C -2.384 -1.647 0.836
C 1.229 -3.034 1.639
C 4.782 -1.771 -1.622
C -5.040 4.405 0.944
N -3.012 2.138 -2.004
H -1.673 6.159 -0.048
H 3.777 -9.023 3.476
H -3.797 3.275 2.305
C 4.589 -5.893 2.460
C 3.921 -2.317 3.231
C 5.168 -2.017 5.285
H 1.899 3.081 -0.951
O 0.929 3.078 0.796
C 5.068 -0.637 5.148
C 4.596 -2.851 4.331
H -3.533 -3.439 1.371
H 0.216 3.375 2.634
C -2.068 -0.569 -5.879
C -4.920 5.035 -0.449
H 5.178 -5.022 -2.492
C 5.135 -2.876 -2.386
H -5.380 3.189 -1.512
H -2.753 -3.507 -0.226
C 4.389 -0.096 4.065
Ge 3.107 -3.435 1.864
O 0.584 -1.633 -0.665
C -2.762 2.196 -3.323
H -4.037 -0.448 1.544
C -2.438 3.212 -5.518
C 4.758 -7.220 2.843
C 4.220 -1.938 -0.363
H -2.900 -0.843 -6.534
H -2.859 -0.101 -0.613
C -2.471 5.410 -0.055
C -2.246 1.944 -6.068
H 0.688 -3.276 2.558
C 2.140 2.876 0.095
H -4.170 1.906 0.250
C 3.814 -0.930 3.113
H 5.460 -5.301 2.191
O 1.037 0.578 3.399
H 5.691 -2.442 6.135
C 2.227 -6.097 2.748
C -3.255 3.269 -1.133
H 3.286 -0.483 2.277
H -1.155 -0.590 -6.478
C -2.691 3.338 -4.162
H -2.493 4.206 -7.434
C 0.628 -3.761 0.420
H 1.230 -5.671 2.705
O 0.048 0.753 -2.149
C 4.354 -4.326 -0.634
H 2.899 3.585 0.440
C 4.003 -3.222 0.148
H 5.564 -2.741 -3.372
C 0.349 -2.894 -0.811
H -2.800 5.556 2.084
H -1.977 -1.329 -5.103
C -2.592 4.782 1.336
H -2.834 4.327 -3.755
H -0.327 -4.227 0.673
H -1.646 4.300 1.600
H 5.520 0.015 5.886
H 1.158 -1.954 1.486
H -2.035 1.852 -7.130
C 3.323 -5.310 2.407
H -5.305 5.174 1.681
C -2.322 4.444 -6.383
O 4.021 1.442 0.145
H 4.925 -0.767 -2.004
H -3.242 -1.388 2.825
H 4.300 0.977 3.946
H -4.536 4.395 -2.485
C 3.652 -7.988 3.181
C -3.266 -2.849 0.482
H 0.956 -0.362 3.189
O 2.020 0.461 0.191
H 1.520 -8.024 3.392
C 0.491 1.253 2.313
O -0.509 1.734 -1.202
C 2.387 -7.427 3.133
H -1.325 4.882 -6.300
C -3.797 6.081 -0.434
H 4.179 -5.331 -0.264
H -1.993 4.799 -2.061
H -1.195 3.823 -0.830
H -3.042 5.207 -6.082
C 2.780 1.479 0.148
H 4.676 -3.927 4.448

Atomic forces in eV per Å
H -0.03 0.01 -0.01
C 0.03 0.05 0.02
C -0.09 -0.28 -0.07
H 0.02 0.04 0.02
C -0.04 -0.04 0.00
H 0.00 0.00 -0.10
H 0.01 0.01 0.00
C -0.01 0.06 -0.02
H 0.00 0.05 -0.02
O 0.32 0.45 0.75
C -0.05 -0.01 -0.07
C -0.02 0.03 0.05
H 0.02 -0.03 0.02
H 0.00 0.05 0.04
H -0.01 0.00 -0.01
H -0.02 0.06 -0.03
C 0.07 0.02 -0.15
H 0.01 -0.03 0.00
Ti 0.35 -0.17 1.08
O -0.01 -0.08 -0.14
C -0.04 0.02 0.04
C -0.06 0.05 -0.02
H 0.00 0.01 0.02
H -0.01 -0.01 -0.01
H -0.01 -0.04 0.05
C 0.02 -0.09 0.05
H -0.01 0.01 0.02
C -0.03 0.02 -0.04
C -0.23 -0.15 -0.10
C 0.01 0.00 -0.01
C 0.04 0.00 -0.04
N -0.49 -0.01 -0.11
H 0.03 0.00 -0.01
H 0.00 0.00 0.00
H 0.00 -0.04 0.01
C 0.07 -0.20 0.06
C 0.04 0.08 0.15
C -0.05 -0.02 -0.09
H 0.04 0.01 -0.02
O -0.05 0.09 0.04
C 0.01 -0.03 -0.02
C 0.01 0.13 0.02
H 0.01 0.03 -0.04
H 0.00 0.02 0.00
C 0.05 0.06 0.03
C 0.07 -0.03 0.02
H 0.00 -0.01 0.00
C -0.03 -0.01 0.07
H 0.00 0.02 0.01
H -0.03 0.03 0.00
C -0.01 0.00 -0.05
Ge 0.09 -0.06 -0.16
O 0.30 -1.23 -0.17
C 0.13 0.09 0.18
H 0.04 -0.02 0.02
C -0.02 -0.03 0.02
C 0.02 0.19 -0.06
C 0.02 -0.14 0.06
H 0.00 -0.01 0.00
H 0.04 0.07 0.03
C -0.07 -0.01 0.01
C 0.05 0.00 0.06
H 0.01 0.03 0.00
C -0.08 -0.02 0.02
H 0.04 -0.02 0.01
C 0.14 0.02 0.05
H 0.00 -0.03 -0.01
O -0.04 -0.09 -0.14
H 0.00 0.00 0.00
C -0.04 -0.18 0.06
C 0.25 0.06 -0.03
H 0.00 0.01 -0.03
H -0.02 0.00 0.02
C 0.01 0.00 -0.10
H -0.01 0.00 0.01
C 0.15 0.00 0.19
H 0.01 -0.02 0.00
O -0.24 0.46 -0.27
C 0.01 0.12 -0.01
H 0.05 0.04 0.01
C 0.12 0.02 -0.19
H -0.01 0.00 -0.01
C -0.06 0.54 0.08
H -0.01 0.01 0.02
H 0.01 0.02 -0.01
C -0.01 -0.06 -0.08
H -0.02 0.01 0.00
H -0.03 0.01 0.00
H -0.01 0.03 0.01
H -0.01 0.00 0.01
H -0.06 0.03 -0.03
H -0.02 0.00 0.00
C 0.03 -0.02 0.00
H 0.01 0.00 -0.01
C 0.01 -0.04 0.00
O -0.08 0.04 0.00
H -0.02 0.01 0.04
H -0.02 0.02 -0.03
H -0.02 -0.02 0.02
H -0.04 -0.01 0.04
C 0.07 -0.07 0.01
C 0.04 -0.04 -0.01
H 0.00 0.01 -0.01
O -0.15 0.12 -0.31
H -0.01 0.01 -0.01
C -0.61 -0.26 -0.15
O 0.26 0.37 -0.71
C -0.13 0.20 -0.04
H 0.00 0.00 0.00
C 0.00 -0.07 0.00
H 0.00 -0.01 -0.01
H 0.03 -0.01 0.00
H -0.02 0.02 0.00
H -0.01 0.01 0.00
C 0.05 -0.25 0.16
H 0.00 0.01 0.00

Computed properties:
* energy relative to the best compared isomer or geometry (same formula, charge and spin): 46.14 kJ/mol
* spin multiplicity: 3
* total charge: -2
* HOMO (spin up / spin down): 0.280 / -2.635 eV
* largest force on an atom: 1.27 eV/A
* lowest unoccupied orbital energy (spin up / spin down): 4.0 / 3.8 eV
* HOMO-LUMO gap (spin up / spin down): 3.730 / 6.434 eV

***

Record 2
The following is a DFT calculation (wB97M-V/def2-TZVPD) of C47H58BF2NO8SeTa as an isolated structure at a distorted geometry.

Atoms and positions in Å:
C 2.375 3.010 3.437
C 1.038 -0.143 3.801
H -2.391 -5.879 1.975
C 0.160 -3.643 2.567
C -3.668 1.616 3.011
C -1.699 -5.069 1.732
C 1.643 -0.263 -2.895
C 1.765 -2.648 1.033
H 1.022 -4.626 0.859
H 2.871 -3.800 -0.371
H -4.031 0.443 1.212
H 3.595 -2.244 0.008
C 1.004 -1.392 2.953
C 0.942 -2.802 -2.040
H -3.553 5.310 -4.060
O 3.441 -0.216 -1.317
H 5.188 0.332 -2.311
C 1.064 2.442 -1.240
C -2.531 3.521 -3.381
H -1.929 -1.387 -4.663
C 0.581 1.904 2.411
O 2.132 1.999 -0.472
C 0.632 -0.970 -3.532
H -0.341 -2.404 4.248
H 3.431 3.220 3.349
N 7.310 1.597 -1.981
F 4.408 1.020 2.801
C -1.008 3.618 -1.365
H -3.942 3.786 2.922
H -1.734 4.266 -0.885
C 0.297 3.791 0.766
Ta 3.250 1.074 0.637
H 2.053 0.248 3.843
O 5.045 0.444 0.396
H 1.876 1.332 -4.323
H -1.646 -0.021 4.010
H -2.659 5.543 -2.555
C -0.225 2.414 -3.246
C 1.949 1.175 -3.248
H -2.542 1.800 -4.721
H -0.231 4.740 0.856
C 0.101 0.884 3.212
H -3.566 3.144 -5.229
H -5.146 0.509 4.118
C -0.155 -4.345 -4.416
H 2.957 1.435 -2.936
H -1.787 5.441 -4.090
C 4.681 -0.576 -2.004
C 1.710 -1.472 1.769
C 2.314 -0.877 -1.853
H -3.618 3.162 4.544
H 1.803 3.934 3.373
H 2.171 2.514 4.384
O 2.387 -0.363 1.281
F 6.177 2.531 2.981
O 4.330 2.774 1.372
H -4.654 3.224 -3.054
C -4.064 0.498 3.977
C -0.752 -4.816 2.917
H 0.791 -5.910 3.998
C -1.232 3.169 -2.664
H -0.318 2.082 -4.273
H -2.283 -4.174 1.505
O 6.086 1.069 1.149
C -2.160 1.671 2.784
H -0.978 -4.402 5.049
O 4.691 3.200 0.027
H 0.674 -6.355 2.291
H -2.181 -2.921 -5.495
H -3.600 0.630 4.957
H -2.258 -5.387 4.342
H 1.349 3.970 0.975
H 0.644 -4.095 -5.118
H -2.690 -4.006 -3.366
C -1.905 -3.443 -2.857
H -3.792 -0.487 3.587
C 0.931 2.053 -2.560
C -1.598 -4.537 4.160
C -0.262 2.781 1.742
H -0.902 -4.939 -4.946
H -2.354 -2.546 -2.423
O 1.973 2.138 2.352
C -4.375 1.374 1.669
C 0.124 3.279 -0.647
C -2.636 5.047 -3.528
C -1.430 -2.295 -5.011
H -5.454 1.304 1.823
H -4.189 2.187 0.963
H -0.555 -6.912 3.429
C -1.625 2.649 1.945
H 0.270 -4.966 -3.625
C -3.712 3.004 -2.547
C 0.223 -2.480 3.326
C -4.133 2.955 3.603
C -1.276 0.782 3.384
B 5.426 1.794 2.162
C 0.979 -3.711 1.440
H -0.689 -2.025 -5.766
Se 6.389 3.816 -0.209
H 0.664 -3.786 -1.676
C -0.798 -3.069 -3.852
C 0.094 -6.072 3.172
C 1.970 -2.138 -1.390
H 5.320 -1.140 -1.333
H -3.642 1.922 -2.405
C -2.609 2.890 -4.771
H 4.415 -1.172 -2.871
C 6.978 2.436 -1.264
H -3.745 3.473 -1.561
H -1.820 3.262 -5.429
C 0.275 -2.253 -3.135
H -1.527 -4.062 -2.040
C 2.651 -2.750 -0.186
H -2.226 -3.651 4.029
H 0.737 -0.402 4.816
H -2.289 3.333 1.427
H 0.115 -0.489 -4.353
H -1.150 -5.355 0.833
H -5.206 2.923 3.800

Atomic forces in eV per Å
C 0.05 0.03 0.06
C -0.12 -0.02 -0.13
H 0.03 0.02 -0.02
C 0.00 0.05 0.01
C -0.04 -0.02 -0.02
C 0.02 0.02 0.04
C 0.17 0.11 0.03
C 0.18 -0.04 -0.18
H -0.02 0.04 0.02
H 0.00 -0.02 -0.05
H -0.02 0.03 0.01
H 0.07 -0.06 0.01
C 0.01 0.20 0.18
C -0.02 -0.01 0.02
H 0.02 0.00 0.02
O -0.07 0.16 0.57
H -0.01 0.04 0.03
C -0.05 0.05 0.05
C -0.03 0.07 0.00
H 0.02 -0.02 -0.03
C -0.12 0.07 0.07
O -0.73 0.63 -0.95
C -0.11 0.02 -0.01
H 0.01 0.01 -0.04
H 0.00 0.02 0.00
N -0.02 0.16 0.12
F -0.14 0.04 -0.36
C -0.04 0.10 -0.05
H 0.00 -0.02 0.03
H 0.02 -0.03 -0.03
C -0.09 -0.18 -0.04
Ta -0.03 0.70 0.82
H 0.04 -0.03 0.05
O 0.87 0.06 -0.16
H 0.01 -0.05 -0.04
H 0.00 0.05 -0.02
H 0.00 -0.01 -0.04
C -0.03 0.07 -0.08
C -0.16 -0.11 0.12
H 0.00 0.04 -0.02
H -0.02 0.01 0.05
C 0.13 -0.03 0.02
H 0.02 -0.01 0.00
H 0.03 0.00 0.00
C 0.00 0.02 -0.01
H 0.05 0.07 -0.04
H -0.04 0.00 0.01
C 0.12 0.00 -0.03
C -0.01 -0.07 -0.10
C -0.07 -0.02 -0.11
H -0.02 0.00 -0.02
H -0.03 0.01 -0.03
H -0.03 -0.04 0.00
O -0.80 -1.38 0.70
F 0.02 -0.10 -0.08
O 0.54 -0.50 -0.36
H 0.01 0.00 0.02
C 0.02 -0.01 -0.03
C -0.01 -0.04 -0.03
H -0.03 -0.02 -0.02
C 0.05 -0.03 0.01
H 0.00 0.01 0.04
H 0.00 -0.03 0.00
O 0.08 -0.09 0.02
C 0.02 0.01 -0.01
H -0.04 0.01 -0.02
O -0.05 0.26 -0.13
H -0.02 0.01 0.04
H 0.01 0.01 0.00
H -0.02 -0.02 -0.03
H 0.02 0.02 0.01
H 0.03 0.09 -0.03
H -0.02 -0.03 0.02
H 0.03 0.01 0.02
C -0.02 0.02 0.02
H -0.01 0.04 0.03
C 0.15 -0.09 -0.17
C 0.02 0.02 -0.02
C 0.13 0.08 -0.01
H 0.02 0.01 0.02
H 0.00 -0.04 -0.01
O 0.25 -0.35 -0.46
C 0.01 0.00 0.00
C 0.03 0.18 0.22
C 0.02 -0.02 0.01
C 0.01 0.00 0.04
H 0.04 0.01 -0.01
H 0.00 -0.04 0.02
H 0.03 0.02 -0.01
C -0.06 -0.03 -0.05
H -0.01 0.01 -0.02
C 0.02 -0.02 0.01
C 0.01 -0.13 0.04
C 0.00 -0.01 0.00
C -0.02 -0.04 0.00
B 0.05 0.27 0.32
C 0.00 -0.10 0.06
H -0.03 0.01 0.01
Se -0.14 0.17 0.14
H 0.02 0.03 -0.05
C -0.01 -0.01 0.00
C 0.02 0.02 0.00
C 0.10 -0.02 0.09
H -0.03 -0.03 0.02
H -0.02 0.03 0.00
C 0.02 -0.01 0.00
H -0.07 0.00 -0.03
C 0.02 -0.31 -0.11
H -0.01 -0.02 -0.04
H -0.02 -0.03 0.01
C 0.00 -0.02 0.01
H -0.01 0.03 -0.03
C -0.17 0.09 -0.02
H 0.02 -0.04 0.02
H -0.03 0.05 0.01
H 0.03 -0.02 0.04
H 0.04 -0.02 0.03
H -0.02 0.01 0.02
H 0.03 0.01 -0.01

Computed properties:
* energy relative to the best compared isomer or geometry (same formula, charge and spin): 76.70 kJ/mol
* total charge: +1
* HOMO: -11.106 eV
* largest force on an atom: 1.75 eV/A
* lowest unoccupied orbital energy: -3.7 eV
* HOMO-LUMO gap: 7.425 eV